Below is a structure of composition C17H9AuN2O7 in a non-equilibrium geometry, with properties calculated with wB97M-V/def2-TZVPD.

XYZ file:
```
36
Properties=species:S:1:pos:R:3:forces:R:3
Au -0.127634 -1.824898 -0.034022 1.83 -0.34 0.03
N -1.868827 -0.079144 -0.026813 0.13 0.45 0.00
C 1.535368 -1.515574 -2.379183 0.14 0.10 0.09
C -3.036009 -0.656340 -0.027848 0.12 0.00 0.00
O 1.972961 -1.375317 -3.489087 -0.13 -0.07 -0.16
H 4.335257 -1.365838 -2.174742 0.00 -0.02 0.01
H -5.100733 2.009998 -0.024399 0.02 0.01 0.00
H 4.287651 -1.360942 2.167760 -0.02 -0.02 0.00
H -1.474762 5.139563 -0.020361 0.00 0.00 0.00
C -1.571235 4.061971 -0.021443 -0.02 0.00 0.00
C -3.050352 -2.174448 -0.031656 0.15 0.21 0.00
C 2.454973 -1.424056 -1.185161 -0.06 0.06 -0.11
C 2.435740 -1.422787 1.144032 -0.06 0.06 0.09
O 0.281944 -1.738963 -2.065268 -0.82 -0.25 0.20
C -2.939725 2.076322 -0.023956 0.05 0.01 0.00
H -3.703173 4.095028 -0.021522 0.00 -0.01 0.00
C -4.193090 1.417656 -0.024848 -0.09 0.00 0.00
C 1.506941 -1.513485 2.330937 0.15 0.10 -0.08
C 4.514907 -1.351970 -0.007053 -0.15 -0.01 0.07
H 0.563954 3.732537 -0.022423 0.00 0.00 0.00
O 0.257754 -1.731532 2.008839 -0.80 -0.25 -0.22
C -2.808211 3.484674 -0.022134 0.00 0.02 0.00
O -1.886312 -2.783305 -0.039120 -0.16 0.24 -0.01
O 1.944788 -1.376680 3.442785 -0.14 -0.07 0.16
O 5.851133 -1.328948 -0.056847 0.05 0.02 0.04
C -4.252728 0.057634 -0.026717 0.04 -0.03 0.00
C -0.505504 1.897877 -0.024192 0.04 -0.03 0.00
C -1.774506 1.279189 -0.024928 -0.32 -0.04 0.00
C 3.822036 -1.374167 -1.223474 0.18 0.05 0.04
H 6.232062 -1.338396 0.831425 -0.05 0.01 -0.08
C 3.803515 -1.372158 1.199083 0.21 0.04 -0.08
H 0.378468 1.271518 -0.025507 -0.01 0.00 0.00
C -0.409106 3.259082 -0.022544 0.01 0.01 0.00
H -5.177213 -0.500022 -0.027540 -0.01 0.03 0.00
O -4.108499 -2.749598 -0.028062 -0.09 -0.24 0.00
N 1.808182 -1.424486 -0.024028 -0.19 -0.03 0.02
```
Forces are in eV/Å.

Computed properties:
Highest occupied orbital energy in Eh: -0.3471
Orbital gap in eV: 7.42
Charge: 0